# H26HeO13

A structure of composition H26HeO13 at a distorted geometry (ωB97M-V/def2-TZVPD, OMol25).

Values from the calculation:
LUMO energy (eV): -0.24
Relative energy (zero: lowest compared OMol25 entry of this formula, charge and spin) (kcal per mole): 28.1
Strongest force on any atom (eV/A): 1.1

Atoms and positions in Å:
O  -5.4038  -6.2310  10.0507
H  -0.9368  -5.0290  12.4691
H  -3.2974  -9.6625  14.6093
H  -1.9553  -6.3263  13.3884
H  -4.9523  -5.4179  14.8215
O  -6.0421  -10.7108  12.3909
H  -7.1856  -5.9405  14.0397
H  -0.9927  -9.9019  11.8447
H  -5.0147  -11.2243  13.9179
H  -7.7269  -7.9299  11.6482
O  -1.9459  -6.3366  14.3455
H  -2.0334  -4.5452  11.5443
O  -1.2271  -10.3592  11.0371
O  -4.3299  -11.4343  14.5528
O  -1.6546  -8.1521  9.3080
H  -6.6360  -11.3889  12.0688
O  -4.0139  -10.5771  10.5660
H  -6.3308  -5.2734  12.9833
H  -3.4860  -5.6240  15.1370
He  -3.7310  -7.6424  13.0273
H  -1.4052  -8.0416  8.3905
H  -3.9660  -12.2653  14.2473
O  -1.4849  -5.3061  11.7349
H  -1.1280  -9.6998  10.3504
O  -6.8439  -8.2590  11.4799
H  -5.9710  -6.9887  10.1934
H  -2.4805  -9.3323  15.8403
H  -6.0043  -5.4871  10.0041
H  -2.6051  -8.0394  9.3136
H  -6.3651  -9.9012  11.9953
O  -4.3055  -5.3094  15.5188
O  -0.0319  -8.9190  12.9866
H  -0.1282  -9.5493  13.7005
H  -3.1388  -10.5246  10.9504
H  0.3984  -8.1646  13.3890
H  -6.3268  -7.9499  12.2237
H  -4.5969  -10.7092  11.3136
O  -2.6957  -9.0089  14.9655
H  -2.2528  -7.2127  14.5791
O  -6.3432  -6.0129  13.5910

Atoms 1-2, force components in eV/Å:
0.357 0.378 -0.051
0.320 0.244 0.179

***

# H26NO11

A structure of composition H26NO11 at a distorted geometry (ωB97M-V/def2-TZVPD, OMol25).

Values from the calculation:
Net charge: +1
LUMO energy (eV): -3.07
Relative energy (zero: lowest compared OMol25 entry of this formula, charge and spin) (kcal per mole): 89.4
Strongest force on any atom (eV/A): 7.2

Atoms and positions in Å:
H  -0.1885  -0.3240  -4.1003
O  -1.1185  -1.8010  3.3257
H  -0.2495  1.0130  0.1927
H  -4.0995  1.4200  -0.5603
H  -0.6225  -0.5090  0.8967
H  -1.0515  1.4650  -2.6063
H  3.2195  -0.9110  -2.0173
O  1.5525  -2.7040  0.7287
O  -2.8375  -1.9630  0.2217
H  -2.0965  1.5080  -1.2313
H  -0.3585  -1.6480  3.8967
H  0.0465  -0.2170  -0.6603
H  2.4745  0.3910  -1.9003
H  -1.8795  -1.8100  -1.0183
O  -1.1485  -0.3880  -3.7563
H  -3.4075  -1.7540  0.9027
H  2.2545  2.7300  -0.7113
O  0.4015  3.7390  1.2127
H  -1.1865  -2.7810  2.9977
H  2.7175  0.3850  3.3207
O  2.4625  -0.5020  -2.2843
H  -2.7485  1.7820  0.2847
H  0.5935  3.6540  2.0567
H  1.5215  -3.1340  1.6127
H  3.5005  1.3250  2.3027
H  -1.0855  -0.9940  -2.8733
O  -1.2105  1.7710  -1.6203
O  -3.0605  1.3650  -0.5223
H  3.1415  1.8520  0.2217
H  -0.6095  -2.7120  -1.7393
H  1.0095  -0.0010  0.6117
H  -2.2305  -2.6600  0.2607
O  2.4375  1.8380  -0.4883
O  -1.0235  -1.9290  -1.5863
N  0.0405  -0.0170  0.3017
H  2.3685  -2.8520  0.3997
O  2.6855  0.8900  2.5547
H  -0.2145  4.4830  1.3727

Atoms 1-2, force components in eV/Å:
-2.301 -0.314 0.879
-0.663 -2.102 -1.553

***

# H26O13

A cluster of 13 separate species, H26O13 in total at a distorted geometry (ωB97M-V/def2-TZVPD, OMol25).

Values from the calculation:
LUMO energy (eV): -0.29
Relative energy (zero: lowest compared OMol25 entry of this formula, charge and spin) (kcal per mole): 141.0
Strongest force on any atom (eV/A): 5.2

Atoms and positions in Å:
O  -4.1662  1.6133  1.6743
H  -2.0879  -2.8255  3.6661
O  -2.6884  0.3294  -3.1119
H  4.2657  -1.2252  2.0688
H  -1.8893  0.8507  -3.2487
H  3.9647  -0.3700  0.8489
H  -1.2662  -1.6857  3.0868
H  0.8272  0.0702  -0.1193
H  -3.9790  1.1808  0.8335
H  -3.2947  1.7969  2.0427
H  -2.8293  -0.4878  0.8987
O  3.0743  1.1231  1.9642
O  -0.5885  1.9093  -2.5721
H  0.4166  -2.4352  1.6625
O  3.5609  -1.0076  1.4484
H  -3.0666  0.6883  -2.3013
O  1.3813  -0.8917  -3.6533
H  2.0461  -0.6356  -3.0042
H  0.5688  4.7341  -0.0760
O  0.9773  3.8657  0.0134
H  4.0004  1.0855  1.6996
H  0.9043  -2.4703  -1.4899
H  1.4979  -0.2586  -4.3707
H  1.0578  -2.6402  0.2998
O  -1.1996  -2.6068  3.3626
H  0.0226  1.1779  2.0466
H  -0.6477  0.4127  -0.2508
H  -0.2897  1.0861  -2.9747
O  -0.7848  0.6659  1.9243
O  1.0955  -2.9498  1.2118
H  -1.3645  1.2566  1.4303
O  0.0201  -0.2056  -0.5681
O  -2.5844  -1.2777  0.4037
H  3.0775  0.8067  2.8746
O  1.0524  -2.3133  -2.4292
H  1.6902  3.8740  -0.6352
H  0.2267  2.3879  -2.3840
H  0.2960  -2.7286  -2.8586
H  -3.2977  -1.8996  0.5865

Atoms 1-2, force components in eV/Å:
0.328 -0.179 -0.119
0.133 -0.057 -0.045

***

# H26O13

A cluster of 13 separate species, H26O13 in total at a distorted geometry (ωB97M-V/def2-TZVPD, OMol25).

Values from the calculation:
LUMO energy (eV): -0.16
Relative energy (zero: lowest compared OMol25 entry of this formula, charge and spin) (kcal per mole): 38.9
Strongest force on any atom (eV/A): 1.3

Atoms and positions in Å:
O  18.0288  4.9400  2.4439
H  21.3190  4.3171  3.8614
H  18.0635  6.8843  0.8756
H  16.8487  8.1481  2.7439
H  20.3877  4.2448  1.5050
H  18.6196  4.8033  5.2420
H  17.1931  5.3659  2.2530
O  18.0373  7.4390  3.7457
O  18.5992  6.7477  0.0942
H  15.2043  4.5791  0.9245
H  16.8073  2.2889  3.5703
H  19.7571  5.2594  6.1308
H  14.6294  6.4592  2.2506
H  16.5920  9.5958  2.3830
H  20.2680  8.0286  1.7142
H  18.8631  7.4168  3.2622
O  16.9191  1.8047  2.7522
O  15.6481  3.7327  0.8705
O  19.2191  1.8900  1.1156
H  16.2341  1.1364  2.7734
O  17.8165  3.6400  -0.8240
O  20.3621  4.2073  0.5489
O  20.0959  7.1932  2.1485
O  15.1891  6.3341  1.4843
H  18.1063  6.7181  4.3716
H  17.1661  3.4057  -0.1620
H  18.5880  2.0077  1.8256
H  17.9072  4.0343  2.1589
O  16.4776  8.7028  2.0578
H  19.4264  2.7795  0.8290
H  20.2036  5.1114  0.2774
H  14.9388  3.0900  0.8609
H  20.6976  5.4807  3.1185
O  21.2572  4.7144  2.9927
H  19.6805  6.6539  1.4755
O  18.9233  5.5486  5.7603
H  15.2025  7.1894  1.0547
H  18.5782  3.9277  -0.3208
H  18.0371  7.0173  -0.6322

Atoms 1-2, force components in eV/Å:
0.525 0.029 0.576
0.090 -0.267 0.129

***

# H26O13

A cluster of 13 separate species, H26O13 in total at a distorted geometry (ωB97M-V/def2-TZVPD, OMol25).

Values from the calculation:
LUMO energy (eV): -0.13
Relative energy (zero: lowest compared OMol25 entry of this formula, charge and spin) (kcal per mole): 153.5
Strongest force on any atom (eV/A): 4.1

Atoms and positions in Å:
O  0.3245  0.1956  -2.1888
H  0.1317  3.9004  -0.9903
H  4.0230  0.7070  -0.2855
H  1.9591  -2.8025  2.6821
H  -3.4578  0.0973  -1.9411
O  -3.3530  -0.1483  2.1648
H  -0.1264  1.0475  -2.1827
H  -3.1254  -0.9474  1.6764
O  -0.0092  -2.8880  -1.5154
H  4.0422  1.6530  -1.4748
H  -0.0914  0.1231  3.2773
H  2.6738  2.2320  1.1059
H  2.4405  -2.9976  1.2538
H  -1.9216  -1.5842  -0.4196
H  -4.3162  -0.1240  2.1390
H  -0.6994  0.5560  -0.4924
H  0.1020  -1.3745  3.1043
H  -0.6475  -3.0107  -0.8037
H  1.3774  2.9283  1.4861
O  -2.2713  -1.8285  -1.2838
H  -1.0631  3.7124  0.4040
O  0.4720  3.4090  -0.2341
H  0.5676  -3.6573  -1.4484
H  -1.1983  2.2518  0.0060
H  -0.0353  -0.7985  -0.6781
H  1.1231  -1.7723  -0.1403
H  0.9171  0.2493  -2.9470
O  3.6892  1.5609  -0.5827
O  2.0053  -1.9284  -0.4957
O  -0.5134  -0.6597  2.9056
O  1.7319  2.2485  0.9020
H  -1.5205  -1.7230  -1.8790
O  -0.3039  -0.1707  0.0021
O  -1.6971  2.9868  0.3801
H  0.8844  2.6311  -0.6264
H  1.8477  -2.4357  -1.2999
H  -3.4721  0.9634  -0.6922
O  2.7330  -2.6894  2.1189
O  -3.2225  0.0871  -1.0064

Atoms 1-2, force components in eV/Å:
0.531 0.479 -1.923
-0.126 0.293 -0.178

***

# H26O13

A cluster of 13 separate species, H26O13 in total at a distorted geometry (ωB97M-V/def2-TZVPD, OMol25).

Values from the calculation:
LUMO energy (eV): -0.24
Relative energy (zero: lowest compared OMol25 entry of this formula, charge and spin) (kcal per mole): 57.5
Strongest force on any atom (eV/A): 3.1

Atoms and positions in Å:
H  -6.0140  19.4560  2.1030
O  -6.4680  18.9280  2.7740
H  -10.3880  18.1020  2.8600
O  -8.7390  20.1430  4.6460
H  -9.6510  17.7120  6.1240
H  -10.8670  19.2650  -1.2060
O  -13.2710  15.8650  3.4370
H  -12.4620  21.5050  1.7810
H  -10.2160  15.6460  2.7910
H  -7.4050  19.2560  2.7780
O  -10.3080  18.9320  2.3830
H  -7.9630  17.1150  4.1470
H  -9.5220  20.4030  4.2110
H  -10.8080  15.9520  4.1250
O  -13.0200  17.8230  1.0760
O  -12.7420  19.1900  4.4170
H  -10.1380  20.1430  -0.1530
H  -13.7800  20.9790  2.3650
O  -10.0150  19.4220  -0.8040
H  -12.3190  17.3190  0.6790
H  -9.2770  20.0320  2.0760
H  -12.9760  17.3840  1.9090
H  -8.6780  20.6420  5.4700
H  -13.4290  15.4460  4.2750
H  -12.5420  19.8820  4.9780
H  -8.3230  18.4060  4.8780
O  -10.4250  18.1970  6.4830
H  -10.6780  16.7430  -1.2020
O  -10.7210  16.3410  3.2220
H  -12.9090  19.6260  3.5810
O  -11.0300  16.7860  -0.2540
H  -8.9310  21.5000  2.0130
O  -12.8400  20.8870  2.4070
O  -8.1410  17.4640  5.0550
O  -8.5790  20.6810  1.7830
H  -11.1590  18.9430  1.9600
H  -10.3650  17.1580  0.3320
H  -12.3290  16.1700  3.3400
H  -11.0640  18.3720  5.7660

Atoms 1-2, force components in eV/Å:
-0.399 -0.081 0.169
-0.961 0.035 0.007

***

What is the strongest force on any atom in the fifth record? 4.1 eV/A

***

Which value of LUMO energy does entry 1 give? -0.24 eV

***

Which of these has the highest strongest force on any atom? H26NO11

***

strongest force on any atom of number 1 (H26HeO13)? 1.1 eV/A